# 1
{"formula": "C4H3N3", "method": "wB97M-V/def2-TZVPD", "fmax_ev_per_a": 1.114, "charge": 0, "gap_ev": 9.326, "de_lowest_kcal_mol": 106.6, "spin_multiplicity": 1, "total_energy_ev": -8661.78678, "elements": ["N", "C", "C", "N", "C", "C", "N", "H", "H", "H"], "coordinates": [[3.3750, -0.8036, 0.0476], [2.2637, -0.4848, 0.0593], [0.8827, -0.0141, 0.0425], [-0.0558, -1.0421, 0.1510], [-1.2274, -0.5547, 0.0245], [-2.1416, 0.3159, -0.3487], [0.5669, 1.2142, -0.0853], [-2.1970, -1.2175, -0.0310], [-2.8483, 0.7760, 0.3405], [1.3818, 1.8107, -0.2004]], "forces_ev_per_a": [[-1.07, 0.31, 0.04], [1.03, -0.26, -0.06], [-0.04, 0.32, -0.08], [-0.19, 0.11, 0.00], [0.09, 0.40, -0.12], [0.22, -0.47, 0.23], [0.23, -0.31, 0.03], [-0.32, -0.06, -0.02], [0.09, -0.02, -0.08], [-0.03, -0.02, 0.05]], "mulliken_charge": [-0.37, 0.16, 0.59, -0.58, 0.51, -0.50, -0.59, 0.25, 0.28, 0.24]}

=====

# 2
{"formula": "C4H3N3", "method": "wB97M-V/def2-TZVPD", "fmax_ev_per_a": 4.103, "charge": 0, "gap_ev": [6.813, 6.813], "de_lowest_kcal_mol": 109.8, "spin_multiplicity": 1, "total_energy_ev": -8661.64889, "elements": ["C", "C", "C", "C", "N", "N", "N", "H", "H", "H"], "coordinates": [[-1.1197, 0.1006, -3.3498], [1.2889, 0.3218, -0.8206], [-1.2130, 0.0122, -2.0257], [-0.7432, -0.1465, 0.3239], [-0.9987, 0.1601, -4.5056], [0.6335, 0.0965, 0.1809], [-1.5688, -0.1309, -0.8762], [2.3327, 0.5102, -0.9137], [-0.8802, -1.1396, 0.7684], [-1.1633, 0.5962, 1.0124]], "forces_ev_per_a": [[-0.20, 0.10, -2.36], [-2.40, -0.38, -0.29], [1.94, 0.06, 3.61], [-0.61, -0.29, 1.50], [-0.09, 0.00, 0.52], [1.22, 0.31, -0.63], [-0.61, 0.06, -2.04], [0.69, 0.10, -0.10], [-0.01, 0.22, -0.05], [0.04, -0.17, -0.17]], "mulliken_charge": [0.19, -0.26, 0.41, -0.21, -0.44, -0.21, -0.34, 0.27, 0.30, 0.30]}

=====

# 3
{"formula": "C4H3N3", "method": "wB97M-V/def2-TZVPD", "smiles": "N#C/C=C(\\N)C#N", "fmax_ev_per_a": 7.145, "charge": 0, "gap_ev": 9.195, "de_lowest_kcal_mol": 30.7, "spin_multiplicity": 1, "total_energy_ev": -8665.07966, "elements": ["N", "C", "C", "C", "N", "C", "N", "H", "H", "H"], "coordinates": [[3.0720, -0.5322, 0.0508], [1.8963, -0.6475, -0.0131], [0.4631, -0.8807, -0.1172], [-0.4713, 0.0994, -0.1668], [-0.2548, 1.4818, -0.0970], [-1.8706, -0.3492, -0.0426], [-2.8629, -1.0504, 0.0676], [0.1267, -1.9462, -0.1661], [0.7019, 1.7028, 0.0189], [-0.8005, 2.1222, 0.4655]], "forces_ev_per_a": [[-3.67, -0.22, -0.13], [2.40, 0.18, -0.06], [0.26, -0.70, -0.31], [-0.82, 0.98, 1.60], [-0.10, -0.97, -0.44], [-4.59, -4.47, 0.19], [5.54, 4.47, -0.61], [0.43, 1.21, 0.00], [1.11, 0.22, -0.09], [-0.57, -0.70, -0.16]], "mulliken_charge": [-0.38, 0.01, -0.26, 0.57, -0.48, 0.12, -0.40, 0.33, 0.24, 0.26]}

=====

# 4
{"formula": "C4H3N3O", "method": "wB97M-V/def2-TZVPD", "smiles": "c1cc2ocnn2n1", "fmax_ev_per_a": 5.727, "charge": 0, "gap_ev": 9.541, "de_lowest_kcal_mol": 89.5, "spin_multiplicity": 1, "total_energy_ev": -10709.77114, "elements": ["C", "C", "C", "O", "C", "N", "N", "N", "H", "H", "H"], "coordinates": [[-1.0067, -0.2321, -1.5432], [0.3574, -0.3557, -1.3660], [0.4511, -0.1008, -0.0826], [1.3518, -0.1452, 0.8737], [0.7775, 0.5947, 1.8836], [-0.5021, 0.6097, 1.9014], [-0.7802, 0.0761, 0.5773], [-1.7909, 0.2247, -0.3393], [-1.4497, -0.4015, -2.4661], [0.9082, -0.9887, -2.1472], [1.6836, 0.7187, 2.7086]], "forces_ev_per_a": [[-3.28, 2.30, 4.09], [-0.18, -2.41, -3.34], [-1.53, -1.39, 3.93], [1.80, 2.03, 0.20], [3.32, -2.23, 3.24], [-0.35, 0.65, -2.07], [2.15, 1.46, -1.61], [3.00, -2.20, -3.15], [-1.37, -0.09, -1.19], [-0.19, 1.70, 1.62], [-3.37, 0.17, -1.73]], "mulliken_charge": [-0.26, -0.39, 0.33, -0.36, 0.17, -0.58, 0.79, -0.75, 0.47, 0.28, 0.30]}

=====

# 5
{"formula": "C4H3N3O", "method": "wB97M-V/def2-TZVPD", "smiles": "c1nn2cncc2o1", "fmax_ev_per_a": 7.721, "charge": 0, "gap_ev": 8.662, "de_lowest_kcal_mol": 76.9, "spin_multiplicity": 1, "total_energy_ev": -10710.31450, "elements": ["C", "N", "N", "C", "N", "C", "C", "O", "H", "H", "H"], "coordinates": [[2.0178, -0.1981, -0.0561], [1.1954, -1.1539, 0.1228], [0.0075, -0.6430, -0.2635], [-1.2223, -1.1227, -0.2330], [-2.0820, 0.0229, -0.0258], [-1.2851, 1.1128, 0.0845], [0.0559, 0.7463, -0.2372], [1.3784, 1.1552, -0.2574], [3.0428, -0.1743, 0.4810], [-1.7230, -1.9806, -0.0623], [-1.3854, 2.2356, 0.4469]], "forces_ev_per_a": [[1.19, 2.58, 2.82], [1.29, -0.22, -1.70], [0.46, 0.50, 0.03], [-3.16, 6.98, 0.93], [2.02, -2.20, -0.09], [3.13, 2.54, -0.54], [-1.88, -0.76, 0.76], [0.04, -3.57, 0.53], [-1.70, 0.09, -1.77], [-0.35, -3.24, 0.14], [-1.04, -2.69, -1.10]], "mulliken_charge": [0.01, -0.67, 0.52, -0.08, -0.59, -0.23, 0.36, -0.35, 0.31, 0.46, 0.26]}

=====

# 6
{"formula": "C4H3N3O", "method": "wB97M-V/def2-TZVPD", "fmax_ev_per_a": 10.271, "charge": 0, "gap_ev": 7.477, "de_lowest_kcal_mol": 125.0, "spin_multiplicity": 1, "total_energy_ev": -10708.23081, "elements": ["C", "C", "C", "C", "H", "H", "H", "N", "N", "N", "O"], "coordinates": [[-1.3231, -0.2150, -0.0485], [0.9610, -0.0097, 0.0849], [0.3975, 1.2709, -0.1552], [2.4197, -0.2557, -0.1432], [-3.5076, -0.3908, -0.1382], [0.1517, -1.8913, 0.8356], [0.9057, 2.2430, 0.2059], [-2.4714, -0.8410, -0.1734], [-0.1141, -0.7637, -0.2258], [3.5139, -0.3970, -0.1643], [-0.9334, 1.2505, -0.0779]], "forces_ev_per_a": [[-3.92, 1.03, -1.33], [1.13, 5.64, -3.08], [2.95, 0.61, 3.92], [-8.98, 0.65, 0.99], [3.97, -0.64, 0.05], [-1.48, 2.94, -3.54], [-0.94, -1.48, -1.36], [0.34, 2.73, 0.77], [1.84, -9.13, 4.32], [6.53, -0.84, -0.32], [-1.43, -1.51, -0.42]], "mulliken_charge": [0.44, 0.29, -0.21, 0.10, 0.28, 0.38, 0.32, -0.59, -0.38, -0.32, -0.30]}

=====

# 7
{"formula": "C4H3N3O", "method": "wB97M-V/def2-TZVPD", "smiles": "O=c1cnccnn1", "fmax_ev_per_a": 2.803, "charge": 0, "gap_ev": 8.621, "de_lowest_kcal_mol": 62.6, "spin_multiplicity": 1, "total_energy_ev": -10710.93716, "elements": ["O", "C", "C", "N", "C", "C", "N", "N", "H", "H", "H"], "coordinates": [[-2.4908, -0.0510, 0.6998], [-1.5153, -0.1662, 0.0425], [-0.8200, 1.0762, -0.5282], [0.3853, 1.4330, -0.1765], [1.2532, 0.4785, 0.3512], [1.1720, -0.8927, 0.2759], [0.1570, -1.6943, -0.3017], [-1.0153, -1.3391, -0.5097], [-1.3086, 1.7459, -1.2171], [2.1294, 0.9463, 0.7596], [2.0530, -1.5366, 0.6041]], "forces_ev_per_a": [[-0.94, -0.41, 1.01], [0.80, 2.15, -1.61], [1.74, 0.16, 1.02], [-1.01, -1.72, -0.85], [-0.84, -0.25, 0.01], [0.20, -0.59, 0.70], [1.81, 0.22, -0.40], [-0.26, -0.56, 0.47], [-0.61, 0.05, 0.03], [0.43, -0.22, 0.13], [-1.32, 1.15, -0.50]], "mulliken_charge": [-0.45, 0.45, -0.02, -0.45, -0.07, -0.13, -0.18, -0.26, 0.40, 0.39, 0.33]}

=====

# 8
{"formula": "C4H3NO", "method": "wB97M-V/def2-TZVPD", "fmax_ev_per_a": 3.161, "charge": 0, "gap_ev": 10.016, "de_lowest_kcal_mol": 45.1, "spin_multiplicity": 1, "total_energy_ev": -7730.79011, "elements": ["C", "C", "C", "C", "N", "O", "H", "H", "H"], "coordinates": [[-0.2033, 2.3839, -2.1942], [0.2244, 0.1602, -0.9034], [-0.2102, 1.4328, -1.1455], [-0.2473, 0.2889, 0.4566], [-0.1764, 3.1261, -3.0396], [-0.6488, 1.6419, 0.2119], [0.3156, -0.8025, -1.3665], [-0.9165, -0.4586, 0.7073], [0.4752, 0.4651, 1.1997]], "forces_ev_per_a": [[-0.21, -1.91, 2.46], [-0.68, 0.40, -1.28], [0.39, -1.85, 2.05], [1.48, 1.38, 0.08], [0.06, 2.08, -2.38], [-0.97, 1.27, -2.05], [0.73, 0.26, -0.91], [-2.08, -0.91, 0.86], [1.28, -0.71, 1.18]], "mulliken_charge": [0.22, -0.44, 0.37, -0.25, -0.35, -0.40, 0.31, 0.30, 0.23]}